Density functional theory data (ωB97M-V/def2-TZVPD) for C17H30GaNO2P2Se as an isolated structure.

Structure (XYZ):
```
54
Properties=species:S:1:pos:R:3:forces:R:3:mulliken_charge:R:1
C -3.036 -2.524 -1.929 -0.694 0.141 0.220 -1.12
C -1.776 -2.042 -1.467 0.318 0.243 0.655 0.85
N -1.710 -0.904 -0.698 -0.186 -0.031 0.748 0.17
C -2.813 -0.547 -0.044 -1.035 0.158 0.292 0.54
C -4.061 -1.160 -0.243 0.340 0.798 0.678 -0.94
C -4.170 -2.134 -1.238 0.720 -0.043 -0.602 -0.35
C -0.622 -2.815 -1.558 0.461 0.722 -2.428 -1.33
P 0.946 -2.199 -1.135 0.014 0.355 2.127 0.85
Ga 0.574 -0.257 0.296 0.827 -0.728 0.259 0.81
P -1.203 1.572 0.884 -0.586 -0.213 1.123 0.67
C -2.691 0.530 1.041 -0.475 0.051 0.167 -1.23
O -0.708 -1.444 -5.892 -1.421 1.965 0.154 -0.62
O 1.680 1.598 -4.857 -2.270 -1.291 2.156 -0.64
H -3.057 -3.265 -2.732 -0.031 0.124 0.430 0.39
H -4.918 -0.834 0.359 0.386 -0.212 -0.325 0.39
H -5.135 -2.579 -1.448 0.031 0.027 -0.134 0.41
C 1.265 -3.473 0.154 0.473 0.089 -0.134 -1.45
C 2.433 -2.249 -2.215 -0.199 -0.215 -0.429 -1.00
H -3.586 1.178 1.057 0.241 -0.365 0.045 0.51
H -2.617 0.051 2.037 -0.060 0.054 -0.443 0.45
H -0.327 -2.184 -5.447 0.140 -0.607 0.845 0.31
H -0.638 -3.529 -2.352 -0.072 -0.957 -0.265 0.32
C -0.834 2.239 2.490 -0.695 0.723 1.027 -1.27
C -1.793 2.956 -0.157 -0.056 0.507 -0.212 -1.48
H -0.018 0.707 -1.010 -0.169 3.397 -1.875 -0.22
H 2.017 0.951 -4.178 -0.018 0.971 -1.093 0.32
H 0.694 1.566 -4.573 2.309 0.351 -1.050 0.31
H -1.295 -0.924 -5.267 1.242 -1.383 -0.931 0.31
H 0.271 -0.928 1.667 -0.022 -0.113 0.411 -0.30
H -0.049 1.529 -0.641 0.756 -3.356 -2.429 0.20
H 1.416 -4.386 -0.431 0.088 -0.166 0.368 0.44
H 2.100 -3.286 0.836 0.009 -0.074 -0.183 0.38
H 0.323 -3.564 0.708 0.366 0.050 -0.115 0.34
H 2.385 -3.179 -2.801 0.184 0.303 -0.014 0.41
H 2.491 -1.377 -2.886 -0.195 -0.401 0.186 0.17
H 3.359 -2.254 -1.616 -0.549 -0.011 0.012 0.37
H -2.578 3.524 0.362 0.194 -0.181 -0.058 0.42
H -0.975 3.655 -0.394 -0.173 -0.223 0.103 0.41
H -2.214 2.605 -1.114 0.212 -0.095 0.389 0.40
H -1.687 2.786 2.906 0.140 0.016 0.180 0.47
H -0.566 1.432 3.176 -0.022 -0.062 -0.137 0.35
H 0.025 2.909 2.448 0.024 -0.013 -0.156 0.29
Se 2.710 1.037 0.012 -0.403 -0.079 0.912 -0.19
C 2.835 1.539 1.904 0.427 -0.050 -0.471 0.13
C 2.769 0.517 2.864 -0.438 0.770 -0.455 -0.37
C 2.611 0.886 4.197 0.227 -0.446 -0.241 -0.45
C 2.633 2.217 4.577 0.075 0.095 -0.317 -0.56
C 2.830 3.211 3.623 0.179 -0.031 -0.304 -0.27
C 2.964 2.897 2.277 -0.444 -1.161 -0.367 -0.68
H 2.747 -0.524 2.523 0.003 0.443 0.350 0.52
H 2.483 0.098 4.921 0.015 -0.010 0.280 0.40
H 2.534 2.481 5.613 -0.090 0.086 0.283 0.41
H 2.873 4.247 3.903 0.049 0.285 0.272 0.38
H 3.109 3.644 1.488 -0.147 -0.207 0.494 0.37
```
Positions in Å, forces in eV/Å.

Energy relative to the best compared isomer or geometry (same formula, charge and spin) (eV): 1.7867
Spin multiplicity: 1
HOMO energy (eV): -6.8004